Computed, not measured: a structure of composition C33H53AsN5O10S3SbSi3V, with ωB97M-V with the def2-TZVPD basis set.

Results
- E: -212217.5501 eV
- ⟨S²⟩: 0.758
- Charge: -2
- Kohn-Sham gap (spin up / spin down): 0.1970 / 0.1766 Eh
- Multiplicity: 2

Geometry (Å):
V  0.86  -1.43  1.26
O  4.98  -0.77  3.12
As  3.62  -0.63  1.99
O  4.48  -1.34  0.63
O  2.45  -1.62  2.64
C  3.72  1.29  1.76
C  4.87  1.71  1.12
C  5.04  3.04  0.79
C  4.04  3.96  1.09
C  2.89  3.54  1.73
C  2.73  2.21  2.08
S  1.26  1.70  2.95
O  0.48  2.90  3.16
O  1.76  1.06  4.15
O  0.59  0.77  2.02
H  4.62  -1.04  3.97
H  5.64  0.98  0.86
H  5.94  3.36  0.28
H  4.16  5.00  0.81
H  2.10  4.24  1.99
N  4.00  -0.72  -1.64
C  3.34  0.55  -1.65
C  2.37  0.54  -0.74
N  2.35  -0.65  -0.01
C  3.50  -1.39  -0.46
H  5.01  -0.68  -1.64
H  3.58  1.31  -2.38
H  1.63  1.30  -0.53
H  3.29  -2.44  -0.63
C  -3.63  -2.97  3.93
N  -3.06  -1.66  3.97
C  -3.91  -0.48  3.96
C  -2.92  0.67  3.72
N  -1.64  -0.01  3.67
C  -1.78  -1.34  3.66
S  -0.58  -2.46  3.29
H  -4.44  -3.01  3.20
H  -4.02  -3.28  4.91
H  -2.85  -3.67  3.63
H  -4.46  -0.38  4.90
H  -4.64  -0.56  3.14
H  -2.93  1.41  4.52
H  -3.12  1.17  2.77
H  -0.87  0.36  3.12
O  0.05  -2.69  -1.82
C  -0.84  -2.59  -1.00
C  -2.05  -3.51  -0.93
C  -3.04  -2.70  -0.10
C  -2.20  -1.53  0.41
O  -2.69  -0.66  1.12
N  -0.92  -1.59  -0.04
H  -1.71  -4.41  -0.41
H  -2.38  -3.78  -1.93
H  -3.46  -3.23  0.75
H  -3.88  -2.30  -0.68
O  5.86  -7.95  -1.86
C  4.63  -8.36  -1.41
O  4.33  -9.52  -1.57
C  3.79  -7.34  -0.77
C  2.44  -7.63  -0.54
C  1.60  -6.70  0.03
C  2.06  -5.41  0.41
S  0.98  -4.29  1.14
C  3.43  -5.16  0.21
C  4.26  -6.09  -0.36
H  5.91  -6.99  -1.76
H  2.06  -8.60  -0.83
H  0.56  -6.93  0.19
H  3.84  -4.22  0.57
H  5.32  -5.82  -0.45
C  0.47  1.38  -3.97
Si  -0.04  2.88  -2.94
C  -0.90  4.06  -4.15
C  1.50  3.80  -2.36
Sb  -1.28  1.95  -0.90
Si  -3.44  1.36  -2.12
C  -3.16  -0.31  -2.95
C  -4.83  1.22  -0.85
C  -4.07  2.50  -3.50
Si  -2.06  4.19  0.06
C  -3.06  5.35  -1.06
C  -3.13  3.84  1.57
C  -0.56  5.16  0.66
H  1.41  1.58  -4.49
H  -0.29  1.16  -4.72
H  0.62  0.49  -3.36
H  -0.12  4.42  -4.83
H  -1.36  4.93  -3.67
H  -1.66  3.56  -4.74
H  2.25  3.77  -3.16
H  1.96  3.38  -1.46
H  1.28  4.85  -2.15
H  -2.49  -0.95  -2.38
H  -2.71  -0.17  -3.94
H  -4.11  -0.84  -3.09
H  -4.47  0.78  0.08
H  -5.62  0.59  -1.26
H  -5.26  2.21  -0.64
H  -3.52  2.32  -4.43
H  -4.03  3.56  -3.27
H  -5.12  2.23  -3.68
H  -3.93  4.87  -1.50
H  -2.45  5.75  -1.88
H  -3.40  6.19  -0.45
H  -3.90  3.09  1.38
H  -3.61  4.76  1.91
H  -2.49  3.47  2.38
H  0.20  5.28  -0.11
H  -0.11  4.63  1.50
H  -0.87  6.15  1.00

***

Computed, not measured: a structure of composition C33H53BN4O5PRe, with ωB97M-V with the def2-TZVPD basis set.

Results
- Energy above the lowest of the compared OMol25 structures with the same formula, charge and spin: 0.0 kJ/mol
- E: -63352.3045 eV
- ⟨S²⟩: 3.787
- Charge: +3
- Kohn-Sham gap (spin up / spin down): 0.2855 / 0.2449 Eh
- Multiplicity: 4

Geometry (Å):
Re  -0.13  0.58  -0.05
C  -1.68  -2.97  1.97
C  -2.60  -1.91  1.41
C  -3.51  -1.33  2.46
O  -1.65  -0.77  0.96
B  -1.55  -0.96  -0.39
O  -2.30  -1.84  -1.01
C  -3.29  -2.29  0.04
C  -3.49  -3.78  -0.14
C  -4.56  -1.51  -0.23
H  -1.11  -2.56  2.80
H  -0.99  -3.36  1.21
H  -2.27  -3.81  2.35
H  -2.92  -1.02  3.33
H  -4.21  -2.10  2.80
H  -4.08  -0.47  2.11
H  -2.55  -4.32  -0.12
H  -3.99  -3.96  -1.09
H  -4.13  -4.17  0.66
H  -4.40  -0.43  -0.15
H  -5.35  -1.80  0.46
H  -4.89  -1.73  -1.24
C  0.72  2.86  -3.84
C  1.43  3.13  -2.51
C  0.87  4.37  -1.81
P  1.62  1.67  -1.42
C  2.46  0.32  -2.34
C  1.45  -0.55  -3.10
C  3.62  0.77  -3.23
C  2.70  2.14  0.01
C  1.87  2.60  1.22
C  3.79  3.17  -0.33
H  0.76  3.78  -4.43
H  -0.33  2.61  -3.72
H  1.19  2.08  -4.42
H  2.49  3.32  -2.73
H  -0.21  4.32  -1.71
H  1.10  5.24  -2.42
H  1.29  4.55  -0.82
H  2.87  -0.29  -1.53
H  1.03  -0.04  -3.96
H  0.63  -0.90  -2.47
H  1.97  -1.44  -3.47
H  3.28  1.37  -4.08
H  4.11  -0.11  -3.63
H  4.37  1.34  -2.68
H  3.19  1.20  0.27
H  1.24  3.46  1.01
H  2.54  2.87  2.03
H  1.23  1.80  1.64
H  3.37  4.14  -0.60
H  4.44  2.84  -1.14
H  4.42  3.31  0.55
C  4.33  -4.08  1.75
N  3.52  -2.87  1.84
N  2.74  -2.42  0.80
C  2.02  -1.38  1.24
O  1.21  -0.75  0.42
C  2.32  -1.15  2.58
C  3.27  -2.12  2.92
C  3.92  -2.38  4.23
C  2.83  -2.96  -0.53
C  4.01  -2.82  -1.24
C  4.09  -3.37  -2.52
C  2.99  -4.03  -3.06
C  1.82  -4.15  -2.33
C  1.73  -3.62  -1.05
H  3.91  -4.74  1.00
H  4.30  -4.58  2.72
H  5.36  -3.84  1.49
H  1.90  -0.40  3.23
H  3.68  -1.58  4.93
H  5.01  -2.43  4.13
H  3.58  -3.32  4.66
H  4.86  -2.30  -0.81
H  5.01  -3.28  -3.08
H  3.06  -4.47  -4.04
H  0.97  -4.68  -2.75
H  0.83  -3.73  -0.46
O  -7.35  2.82  2.94
C  -6.33  3.67  3.40
N  -5.37  3.78  2.31
C  -4.44  2.83  2.12
O  -4.16  1.94  2.90
C  -3.66  2.87  0.82
C  -4.02  3.49  -0.37
C  -3.22  3.30  -1.50
C  -2.10  2.52  -1.42
N  -1.74  1.93  -0.25
C  -2.51  2.10  0.83
H  -8.02  2.72  3.63
H  -5.81  3.27  4.26
H  -6.69  4.68  3.61
H  -5.57  4.44  1.59
H  -4.92  4.08  -0.45
H  -3.49  3.75  -2.45
H  -1.48  2.31  -2.28
H  -2.24  1.58  1.75

***

Computed, not measured: a structure of composition C33H53MnN7PTe2, with ωB97M-V with the def2-TZVPD basis set.

Results
- Energy above the lowest of the compared OMol25 structures with the same formula, charge and spin: 57.0 kJ/mol
- E: -100709.0629 eV
- ⟨S²⟩: 8.763
- Charge: -1
- Kohn-Sham gap (spin up / spin down): 0.1975 / 0.2024 Eh
- Multiplicity: 6

Geometry (Å):
Mn  -0.66  -0.53  -0.11
Te  -3.14  -1.04  -0.76
C  0.03  0.90  2.90
N  -0.39  1.61  4.12
C  -1.16  2.79  3.70
N  -2.32  2.45  2.89
C  -1.85  1.72  1.71
N  -1.10  0.50  2.07
C  -2.00  -0.35  2.88
N  -2.46  0.34  4.08
C  -1.29  0.73  4.86
C  -3.17  1.54  3.67
H  0.61  0.01  3.18
H  0.67  1.57  2.32
H  -0.50  3.45  3.13
H  -1.49  3.32  4.60
H  -1.19  2.35  1.11
H  -2.70  1.42  1.09
H  -1.45  -1.25  3.17
H  -2.84  -0.65  2.25
H  -0.75  -0.17  5.16
H  -1.63  1.25  5.76
H  -3.53  2.07  4.56
H  -4.03  1.26  3.05
N  2.13  -0.01  0.75
C  3.45  -0.24  0.85
C  3.63  -1.61  0.79
C  2.33  -2.13  0.63
N  1.44  -1.14  0.62
H  1.59  0.82  0.37
H  4.15  0.57  0.91
H  4.55  -2.16  0.84
H  2.00  -3.15  0.51
Te  -1.24  -3.51  -0.61
C  0.01  -5.41  -0.37
C  1.01  -5.72  0.54
C  1.78  -6.88  0.44
C  1.55  -7.77  -0.59
C  0.55  -7.50  -1.51
C  -0.20  -6.34  -1.40
C  -1.78  -3.70  1.43
C  -0.82  -3.61  2.44
C  -1.19  -3.76  3.77
C  -2.52  -3.96  4.11
C  -3.47  -4.03  3.11
C  -3.11  -3.90  1.78
H  1.20  -5.07  1.39
H  2.55  -7.08  1.18
H  2.15  -8.67  -0.68
H  0.36  -8.19  -2.32
H  -0.97  -6.15  -2.14
H  0.20  -3.40  2.19
H  -0.43  -3.68  4.55
H  -2.81  -4.06  5.15
H  -4.52  -4.17  3.36
H  -3.86  -3.91  1.00
C  0.78  4.54  -0.63
C  1.63  3.54  -1.42
C  2.35  4.29  -2.54
C  2.68  3.04  -0.41
P  0.52  2.08  -1.93
N  0.17  1.24  -0.68
C  1.45  1.13  -3.29
C  1.57  1.81  -4.66
C  2.88  0.84  -2.80
C  0.79  -0.24  -3.50
C  -1.04  2.81  -2.74
C  -0.86  4.01  -3.68
C  -2.03  3.20  -1.63
C  -1.74  1.70  -3.54
H  1.45  5.23  -0.11
H  0.17  4.04  0.12
H  0.13  5.15  -1.26
H  2.81  5.19  -2.11
H  1.68  4.62  -3.33
H  3.15  3.70  -2.99
H  3.26  3.91  -0.08
H  3.37  2.31  -0.83
H  2.19  2.62  0.47
H  2.06  2.78  -4.62
H  0.61  1.94  -5.14
H  2.17  1.17  -5.31
H  3.51  1.73  -2.78
H  3.35  0.13  -3.49
H  2.88  0.39  -1.81
H  -0.03  -0.21  -4.22
H  0.38  -0.66  -2.57
H  1.54  -0.94  -3.88
H  -0.52  4.91  -3.16
H  -1.83  4.24  -4.13
H  -0.16  3.82  -4.49
H  -1.76  4.12  -1.12
H  -2.11  2.40  -0.90
H  -3.01  3.34  -2.08
H  -1.24  1.49  -4.48
H  -2.75  2.05  -3.78
H  -1.86  0.78  -2.97

***

Computed, not measured: a structure of composition C33H53N2NiO2P2S at a distorted geometry, with ωB97M-V with the def2-TZVPD basis set.

Results
- Energy above the lowest of the compared OMol25 structures with the same formula, charge and spin: 0.0 kJ/mol
- E: -112606.4788 eV
- ⟨S²⟩: 2.044
- Charge: +1
- Kohn-Sham gap (spin up / spin down): 0.2677 / 0.2121 Eh
- Multiplicity: 3

Geometry (Å):
C  -2.47  -0.64  1.38
C  -1.65  -1.60  -0.60
C  -3.61  -1.43  1.33
C  -2.86  -2.33  -0.77
C  -3.79  -2.29  0.23
H  -4.34  -1.35  2.13
H  -2.96  -2.92  -1.67
H  -4.69  -2.88  0.13
N  -1.45  -0.77  0.52
P  -0.98  1.60  1.95
P  1.14  -1.72  -0.96
C  -2.32  0.44  2.44
H  -3.28  0.97  2.58
H  -2.08  -0.04  3.40
C  -0.53  -1.92  -1.44
H  -0.81  -2.10  -2.60
C  2.20  -1.46  -2.60
C  1.14  -3.54  -0.42
C  -1.90  2.94  0.99
C  -0.40  2.15  3.63
C  2.73  -0.02  -2.65
H  3.36  0.22  -1.78
H  3.34  0.09  -3.55
H  1.94  0.72  -2.70
C  3.41  -2.40  -2.60
H  4.06  -2.25  -1.73
H  3.12  -3.46  -2.67
H  4.01  -2.18  -3.49
C  1.35  -1.70  -3.84
H  2.01  -1.58  -4.72
H  0.94  -2.72  -3.89
H  0.54  -0.97  -3.93
C  2.49  -3.93  0.13
H  2.80  -3.27  0.96
H  2.42  -4.96  0.51
H  3.29  -3.92  -0.63
C  0.11  -3.72  0.73
H  0.30  -3.03  1.55
H  -0.92  -3.60  0.39
H  0.21  -4.74  1.10
C  0.72  -4.40  -1.61
H  -0.07  -3.95  -2.23
H  1.57  -4.66  -2.27
H  0.29  -5.35  -1.22
C  0.50  3.39  3.45
H  1.03  3.59  4.40
H  1.25  3.25  2.66
H  -0.09  4.29  3.22
C  0.40  0.98  4.21
H  -0.24  0.11  4.42
H  1.21  0.65  3.55
H  0.86  1.30  5.17
C  -1.54  2.50  4.61
H  -1.08  2.70  5.59
H  -2.10  3.40  4.32
H  -2.25  1.67  4.73
C  -2.83  2.32  -0.06
H  -3.34  3.14  -0.60
H  -2.27  1.74  -0.81
H  -3.60  1.67  0.38
C  -0.83  3.81  0.26
H  -0.29  3.21  -0.47
H  -1.35  4.62  -0.27
H  -0.11  4.25  0.95
C  -2.75  3.83  1.91
H  -3.46  3.25  2.50
H  -2.14  4.46  2.57
H  -3.33  4.51  1.27
Ni  0.49  0.35  0.68
C  2.51  -2.24  3.77
O  3.68  -2.14  3.59
N  0.13  1.16  -1.06
C  -0.43  0.94  -2.11
C  -1.18  0.94  -3.33
C  -0.89  2.18  -3.86
C  -2.09  0.02  -3.90
C  -1.49  2.55  -5.03
H  -0.20  2.81  -3.30
C  -2.68  0.43  -5.10
H  -2.36  -0.92  -3.45
C  -2.37  1.67  -5.67
H  -1.24  3.52  -5.43
H  -3.38  -0.22  -5.62
H  -2.83  1.99  -6.63
C  3.43  1.50  2.66
S  2.76  1.10  1.02
C  3.86  -0.29  0.66
O  1.36  -2.34  3.93
H  2.72  2.11  3.22
H  3.65  0.57  3.21
H  4.36  2.07  2.51
H  4.24  -0.71  1.59
H  3.28  -1.05  0.13
H  4.69  0.05  0.03

***

Computed, not measured: a structure of composition C33H53N2O2OsP2S at a distorted geometry, with ωB97M-V with the def2-TZVPD basis set.

Results
- Energy above the lowest of the compared OMol25 structures with the same formula, charge and spin: 0.0 kJ/mol
- E: -74007.9291 eV
- ⟨S²⟩: 6.044
- Charge: +3
- Kohn-Sham gap (spin up / spin down): 0.1954 / 0.2176 Eh
- Multiplicity: 5

Geometry (Å):
C  2.09  -1.98  -0.93
C  1.75  0.14  -1.88
C  3.04  -2.29  -1.90
C  2.62  -0.17  -2.94
C  3.29  -1.39  -2.93
H  3.52  -3.27  -1.83
H  2.75  0.57  -3.73
H  3.98  -1.63  -3.72
N  1.56  -0.74  -0.87
P  -0.05  -2.46  0.77
P  0.83  2.06  -0.05
C  1.61  -2.98  0.08
H  1.55  -3.98  -0.37
H  2.33  -3.07  0.91
C  0.97  1.38  -1.77
H  1.09  2.10  -2.57
C  -0.43  3.49  -0.23
C  2.55  2.79  0.21
C  -1.25  -3.27  -0.47
C  -0.09  -3.37  2.43
C  -1.80  3.05  0.31
H  -1.77  2.86  1.39
H  -2.52  3.85  0.12
H  -2.16  2.15  -0.18
C  0.01  4.71  0.60
H  0.15  4.45  1.66
H  0.92  5.18  0.21
H  -0.79  5.47  0.54
C  -0.63  3.92  -1.69
H  -1.34  4.76  -1.70
H  0.28  4.27  -2.18
H  -1.07  3.11  -2.29
C  2.63  3.35  1.66
H  1.98  2.80  2.36
H  3.66  3.25  2.02
H  2.37  4.42  1.70
C  3.63  1.70  0.09
H  3.50  0.91  0.84
H  3.67  1.26  -0.91
H  4.61  2.17  0.28
C  2.83  3.87  -0.85
H  2.05  3.99  -1.61
H  3.00  4.85  -0.38
H  3.76  3.62  -1.40
C  -1.47  -3.12  3.07
H  -1.41  -3.38  4.14
H  -1.76  -2.06  3.00
H  -2.25  -3.75  2.63
C  0.99  -2.80  3.37
H  1.99  -2.87  2.94
H  0.79  -1.76  3.65
H  0.99  -3.39  4.30
C  0.18  -4.88  2.31
H  0.48  -5.25  3.31
H  -0.70  -5.45  2.02
H  1.01  -5.10  1.63
C  -1.02  -2.75  -1.90
H  -1.56  -3.42  -2.60
H  -1.44  -1.75  -2.03
H  0.03  -2.74  -2.19
C  -2.68  -2.91  -0.04
H  -2.79  -1.83  0.07
H  -3.37  -3.25  -0.83
H  -2.97  -3.41  0.89
C  -1.09  -4.80  -0.56
H  -0.06  -5.10  -0.79
H  -1.44  -5.32  0.34
H  -1.72  -5.15  -1.39
Os  0.22  -0.11  0.71
C  1.41  0.13  2.11
O  2.13  0.29  3.02
N  -1.18  0.10  -0.81
C  -0.88  0.67  -1.88
C  -1.52  0.80  -3.17
C  -2.91  0.67  -3.17
C  -0.82  0.99  -4.37
C  -3.63  0.81  -4.35
H  -3.42  0.46  -2.22
C  -1.53  1.12  -5.56
H  0.27  1.02  -4.36
C  -2.94  1.05  -5.55
H  -4.72  0.75  -4.35
H  -1.00  1.29  -6.50
H  -3.49  1.18  -6.49
C  -2.59  1.75  4.00
S  -0.92  1.26  3.52
C  -0.55  0.22  4.95
O  -1.21  0.22  2.35
H  -2.56  2.02  5.05
H  -3.27  0.91  3.81
H  -2.87  2.62  3.40
H  -1.06  -0.74  4.86
H  0.54  0.10  5.01
H  -0.90  0.77  5.83